{"formula": "CH4ClN3", "method": "wB97M-V/def2-TZVPD", "elements": ["N", "C", "N", "Cl", "H", "N", "H", "H", "H"], "xyz": [[-0.896434, -0.209522, 1.293171], [-1.374548, -0.424369, 0.173588], [-1.521605, -0.621497, -1.035765], [-2.793234, -0.824707, -2.120592], [-0.943632, -0.969875, 1.919936], [1.940998, 0.791512, 0.168538], [0.946133, 0.371065, 0.073706], [1.933157, 1.718456, -0.341959], [2.709166, 0.168936, -0.130623]], "atomic_forces_ev_per_a": [[-1.0803, 0.9756, -1.8522], [-0.1293, -0.4667, -0.9721], [0.7129, 0.0424, 1.0629], [0.0721, 0.3488, 0.8319], [0.1760, -0.9787, 0.9387], [-1.7943, 0.5184, -0.6587], [2.8185, 0.7552, 0.0855], [0.2834, -1.8136, 0.6784], [-1.0590, 0.6185, -0.1145]], "max_force_ha_per_bohr": 0.05677, "de_lowest_kcal_mol": 33.2, "multiplicity": 1, "energy_ha": -664.87318, "smiles": "N=C=NCl.N", "orbital_gap_ev": 9.54}